#A
DFT (ωB97M-V with the def2-TZVPD basis set) results for C6H11NO as an isolated structure.

E_LUMO in eV: 0.46
Orbital gap in eV: 8.933
HOMO in eV: -8.47

Structure (XYZ):
```
19
Properties=species:S:1:pos:R:3:mulliken_charge:R:1
C 0.641 2.047 1.654 -1.2605
C 0.422 1.494 0.322 0.4292
C 0.961 0.141 -0.219 -0.3097
C -0.462 -1.707 -0.424 -0.8866
C -1.232 -0.665 -0.995 0.1350
C -0.584 0.558 -0.048 -0.4764
H 1.748 2.583 1.569 0.2926
H 0.885 1.140 2.396 0.2585
H -0.069 2.791 2.245 0.2789
H 0.720 2.344 -0.399 0.2757
H 1.113 0.214 -1.339 0.1545
H 1.579 -1.811 0.336 0.2751
H -1.255 -2.142 0.394 0.2106
H -0.572 -2.716 -1.004 0.4772
H -2.152 -0.883 -0.521 0.3239
H -0.732 -1.723 -2.788 0.4207
H -0.649 0.108 0.934 0.2689
N 0.802 -1.095 0.235 -0.2520
O -1.165 -0.679 -2.347 -0.6155
```

#B
DFT (ωB97M-V with the def2-TZVPD basis set) results for C6H11NO as an isolated structure.

E_LUMO in eV: 0.79
Orbital gap in eV: 8.486
HOMO in eV: -7.70

Structure (XYZ):
```
19
Properties=species:S:1:pos:R:3:mulliken_charge:R:1
C 0.461 0.600 -0.417 -0.0395
C 0.957 1.973 -0.068 -1.4599
C -0.261 -1.960 -0.605 -1.7616
C 0.063 -0.801 0.293 1.0102
N -2.229 0.205 0.041 -0.4582
C 1.510 -0.610 0.726 -0.0022
C -0.915 0.241 0.552 -0.2802
O 2.418 -1.354 0.306 -0.6682
H 0.331 0.487 -1.489 0.3173
H -2.859 0.920 0.383 0.2143
H -2.538 -0.650 -0.404 0.1845
H 1.605 -0.076 1.690 0.3494
H -0.817 0.818 1.467 0.3627
H 1.054 2.126 1.009 0.3372
H 0.306 2.756 -0.473 0.3695
H 1.944 2.105 -0.520 0.3779
H -1.038 -2.566 -0.130 0.3945
H -0.626 -1.651 -1.591 0.3826
H 0.634 -2.564 -0.767 0.3698
```

#C
DFT (ωB97M-V with the def2-TZVPD basis set) results for one molecule with the formula C6H11NO.

E_LUMO in eV: 0.86
Structure (SMILES): C=C(C)C[C@H](N)C=O
Orbital gap in eV: 9.996
HOMO in eV: -9.14

Structure (XYZ):
```
19
Properties=species:S:1:pos:R:3:mulliken_charge:R:1
O 1.743 2.798 0.683 -0.4643
C 1.644 1.985 -0.193 -0.2055
C 0.345 1.236 -0.354 0.4248
C 0.700 -0.266 -0.128 -0.9951
C -0.352 -1.015 0.666 0.9247
C -0.016 -1.625 1.804 -1.1801
C -1.619 -1.499 -0.021 -1.3508
N -0.315 1.357 -1.672 -0.6113
H 2.459 1.693 -0.881 0.3795
H -0.364 1.602 0.383 0.2946
H 1.578 -0.339 0.524 0.3820
H 0.882 -0.786 -1.063 0.4204
H -0.602 -2.288 2.430 0.3188
H 0.950 -1.482 2.287 0.2385
H -2.494 -0.852 0.104 0.2644
H -1.854 -2.469 0.397 0.4442
H -1.446 -1.577 -1.095 0.3074
H -1.321 1.451 -1.601 0.2166
H 0.083 2.077 -2.272 0.1911
```

#D
DFT (ωB97M-V with the def2-TZVPD basis set) results for a 2-piece molecular cluster, C6H11NO overall.

E_LUMO in eV: 0.54
Orbital gap in eV: 7.009
HOMO in eV: -6.47

Structure (XYZ):
```
19
Properties=species:S:1:pos:R:3:mulliken_charge:R:1
C 1.306 0.183 1.206 0.1074
C -0.479 1.457 1.319 -0.6641
C 2.501 -0.158 2.009 -1.2167
O 0.174 0.423 1.863 -0.2894
H 1.311 0.293 0.130 0.4775
H 0.041 2.226 0.769 0.3725
H -1.555 1.453 1.367 0.3291
H 3.134 -0.874 1.482 0.3143
H 3.117 0.722 2.232 0.2656
H 2.206 -0.600 2.965 0.2935
C -0.731 -0.065 -2.176 -0.1428
C -1.353 -0.844 -1.113 0.2212
C -2.611 -1.275 -1.185 -0.8228
N 0.512 0.195 -2.153 -0.5109
H 0.820 0.716 -2.973 0.2097
H -1.383 0.173 -3.028 0.3051
H -0.703 -1.140 -0.298 0.2324
H -3.257 -1.002 -2.010 0.2510
H -3.051 -1.882 -0.407 0.2674
```

What should be chosen as the most stable of them? Choose #C.

#A
DFT (ωB97M-V with the def2-TZVPD basis set) results for one molecule with the formula C6H11NO.

E_LUMO in eV: 0.92
Structure (SMILES): C/C=C(C)\C(N)=C/O
Orbital gap in eV: 8.109
HOMO in eV: -7.19

Structure (XYZ):
```
19
Properties=species:S:1:pos:R:3:mulliken_charge:R:1
C 1.503 1.501 -0.031 -1.2052
C -1.093 -0.843 -1.787 -1.1923
C -0.332 0.047 0.956 0.6233
C 0.399 0.500 -0.214 -0.0293
N -1.481 0.735 1.362 -0.4624
C -0.033 -1.210 1.396 -0.4828
C 0.198 -0.224 -1.346 -0.1901
O 1.218 -1.783 1.422 -0.5446
H 1.751 -1.377 0.726 0.3459
H -1.609 1.669 1.001 0.2100
H -1.833 0.476 2.271 0.2224
H -0.670 -1.718 2.112 0.4092
H 0.904 -0.088 -2.164 0.3592
H 2.188 1.490 -0.878 0.3821
H 1.086 2.508 0.043 0.3128
H 2.067 1.312 0.883 0.2965
H -0.911 -1.819 -2.240 0.3182
H -1.567 -0.226 -2.554 0.3025
H -1.785 -0.953 -0.956 0.3246
```

#B
DFT (ωB97M-V with the def2-TZVPD basis set) results for one molecule with the formula C6H11NO.

E_LUMO in eV: 1.00
Structure (SMILES): C1C[C@H]2CNC[C@@H]1O2
Orbital gap in eV: 9.671
HOMO in eV: -8.67

Structure (XYZ):
```
19
Properties=species:S:1:pos:R:3:mulliken_charge:R:1
C 1.983 0.520 -0.184 -0.6768
C 1.696 -1.230 0.330 -0.6567
C 0.086 -1.060 0.289 -0.3143
C -1.556 -1.008 0.510 -0.3903
C -1.017 1.446 -0.610 -0.6553
C 0.531 0.961 -0.365 0.2391
H 2.493 0.951 0.696 0.2784
H 2.639 0.437 -1.035 0.3521
H 1.914 -1.226 1.338 0.3580
H 2.218 -1.926 -0.386 0.3200
H -0.081 -1.153 -0.769 0.3490
H -1.882 -0.309 1.462 0.2152
H -2.168 -1.910 0.379 0.3784
H -1.734 -0.278 -1.530 0.3046
H -1.208 1.838 -1.553 0.4087
H -1.392 2.190 0.056 0.2516
H 0.483 0.180 -1.113 0.0889
N -1.808 0.132 -0.579 -0.5132
O 0.130 0.312 0.836 -0.3374
```

#C
DFT (ωB97M-V with the def2-TZVPD basis set) results for one molecule with the formula C6H11NO.

E_LUMO in eV: 1.03
Structure (SMILES): C=COC(=C)[C@@H](C)N
Orbital gap in eV: 9.413
HOMO in eV: -8.39

Structure (XYZ):
```
19
Properties=species:S:1:pos:R:3:mulliken_charge:R:1
C 0.144 -0.598 -0.552 0.5953
C 0.799 -1.557 0.430 -1.3738
C -1.015 0.176 0.042 0.3698
N -0.291 -1.300 -1.722 -0.6034
C 0.394 2.114 0.001 -0.2241
C -2.131 -0.400 0.472 -0.9846
C 1.210 2.010 1.053 -0.5727
O -0.917 1.537 -0.045 -0.4387
H 0.900 0.319 -0.713 0.2884
H -0.796 -0.709 -2.370 0.2401
H 0.455 -1.812 -2.177 0.2406
H 0.374 3.016 -0.605 0.3410
H 1.020 -1.062 1.372 0.3066
H 0.124 -2.388 0.629 0.3416
H 1.721 -1.957 0.011 0.3817
H -2.232 -1.468 0.473 0.2850
H -2.958 0.197 0.816 0.3344
H 1.221 1.131 1.672 0.1624
H 1.978 2.750 1.213 0.3104
```

What should be chosen as the most stable of them? Choose #A.

#A
DFT (ωB97M-V with the def2-TZVPD basis set) results for a 2-piece molecular cluster, CH5NO2Si overall.

E_LUMO (alpha / beta) in eV: -0.86 / -0.80
Orbital gap (alpha / beta) in eV: 5.874 / 5.967
HOMO (alpha / beta) in eV: -6.74 / -6.77

Structure (XYZ):
```
10
Properties=species:S:1:pos:R:3:mulliken_charge:R:1
C 0.072 1.675 -0.135 -0.1407
N 2.900 0.605 -0.108 -0.0471
O 2.264 -0.361 0.094 -0.2043
O -0.045 0.468 -0.500 -0.1512
Si 0.002 -1.167 -0.193 0.5077
H -0.173 2.501 -0.843 0.1961
H -0.212 1.956 0.792 0.2641
H 0.190 -1.675 -1.550 -0.0949
H 0.425 -1.688 1.035 -0.1190
H -1.387 -1.093 0.015 -0.2106
```

#B
DFT (ωB97M-V with the def2-TZVPD basis set) results for a 2-piece molecular cluster, CH5NO2Si overall.

E_LUMO (alpha / beta) in eV: -2.09 / -0.75
Orbital gap (alpha / beta) in eV: 8.659 / 9.493
HOMO (alpha / beta) in eV: -10.75 / -10.24

Structure (XYZ):
```
10
Properties=species:S:1:pos:R:3:mulliken_charge:R:1
C 0.682 -0.098 0.080 -0.6211
N 0.388 -1.329 -0.580 0.8714
O 1.243 -2.139 -0.868 -0.5649
O -0.823 -1.546 -0.744 -0.5498
Si -0.959 0.721 0.824 0.3589
H 1.690 -0.003 0.251 0.6251
H 1.281 1.318 -2.037 0.0465
H -0.713 2.261 0.576 -0.0541
H -2.122 0.020 0.222 -0.0429
H -0.666 0.797 2.275 -0.0690
```

What should be chosen as the most stable of them? Choose #A.

#A
DFT (ωB97M-V with the def2-TZVPD basis set) results for a 2-piece molecular cluster, CH5NO2Si overall.

E_LUMO in eV: -0.12
Structure (SMILES): O=[SiH2].C=NO
Orbital gap in eV: 9.804
HOMO in eV: -9.92

Structure (XYZ):
```
10
Properties=species:S:1:pos:R:3:mulliken_charge:R:1
C 0.943 0.554 1.674 -0.3276
N 0.584 0.895 0.523 -0.1925
O 1.191 0.251 -0.545 -0.3999
O -1.572 0.681 -0.886 -0.4147
Si -1.439 -0.792 -1.167 0.5503
H 0.476 1.074 2.493 0.2760
H 1.683 -0.212 1.895 0.2791
H -1.078 -1.335 -2.473 -0.0754
H 0.859 0.753 -1.305 0.3775
H -1.646 -1.870 -0.210 -0.0729
```

#B
DFT (ωB97M-V with the def2-TZVPD basis set) results for a 2-piece molecular cluster, CH5NO2Si overall.

E_LUMO (alpha / beta) in eV: -1.60 / -0.47
Orbital gap (alpha / beta) in eV: 7.659 / 8.074
HOMO (alpha / beta) in eV: -9.26 / -8.55

Structure (XYZ):
```
10
Properties=species:S:1:pos:R:3:mulliken_charge:R:1
C 2.378 0.714 -0.248 -0.9590
N -2.105 0.203 0.099 0.8550
O -1.990 0.943 1.075 -0.5254
O -2.924 0.235 -0.833 -0.5394
Si -0.923 -1.116 0.020 0.1892
H 2.855 0.311 -1.134 0.3309
H 1.856 1.668 -0.323 0.3098
H 2.442 0.542 0.864 0.3275
H -0.415 -1.180 1.449 0.0017
H -1.174 -2.321 -0.968 0.0097
```

#C
DFT (ωB97M-V with the def2-TZVPD basis set) results for a 2-piece molecular cluster, CH5NO2Si overall.

E_LUMO in eV: -0.50
Structure (SMILES): O=[SiH2].C=NO
Orbital gap in eV: 9.214
HOMO in eV: -9.72

Structure (XYZ):
```
10
Properties=species:S:1:pos:R:3:mulliken_charge:R:1
C 2.002 -0.588 -0.568 -0.3935
N 0.848 -0.523 -0.147 -0.2285
O 0.632 -0.897 1.126 -0.3118
O -2.081 0.050 1.175 -0.5176
Si -1.988 1.035 0.023 0.5508
H 2.085 -0.314 -1.580 0.2590
H 2.787 -1.133 -0.088 0.2843
H -3.201 1.489 -0.834 -0.0520
H -0.405 -0.776 1.295 0.4308
H -0.679 1.658 -0.402 -0.0215
```

What should be chosen as the most stable of them? Choose #C.

#A
DFT (ωB97M-V with the def2-TZVPD basis set) results for a 7-piece molecular cluster, H14O7 overall.

E_LUMO in eV: 0.48
Structure (SMILES): O.O.O.O.O.O.O
Orbital gap in eV: 11.702
HOMO in eV: -11.22

Structure (XYZ):
```
21
Properties=species:S:1:pos:R:3:mulliken_charge:R:1
O 3.368 -4.156 2.256 -0.6376
H 4.200 -4.462 1.894 0.3141
H 2.707 -4.708 1.837 0.3245
O 0.744 -2.271 6.026 -0.6400
H 1.216 -2.689 5.305 0.3236
H 1.334 -1.582 6.332 0.3154
O -0.759 4.594 2.942 -0.6368
H -0.971 4.731 3.866 0.3194
H -0.475 5.453 2.631 0.3183
O -4.010 -2.007 -2.549 -0.6401
H -4.856 -1.578 -2.677 0.3175
H -3.408 -1.294 -2.338 0.3224
O 2.017 -0.269 -6.179 -0.6380
H 1.703 -0.276 -5.275 0.3209
H 2.876 0.151 -6.132 0.3172
O -3.189 2.704 -3.294 -0.6363
H -3.441 3.443 -3.848 0.3179
H -2.401 3.002 -2.840 0.3188
O 0.887 0.322 0.375 -0.6475
H 0.712 0.936 1.088 0.3247
H 1.746 -0.046 0.581 0.3218
```

#B
DFT (ωB97M-V with the def2-TZVPD basis set) results for a 7-piece molecular cluster, H14O7 overall.

E_LUMO in eV: 0.61
Structure (SMILES): O.O.O.O.O.O.O
Orbital gap in eV: 11.652
HOMO in eV: -11.04

Structure (XYZ):
```
21
Properties=species:S:1:pos:R:3:mulliken_charge:R:1
H 0.430 0.112 -0.736 0.3881
H 0.187 0.391 0.856 0.5160
H 3.439 -0.354 -2.392 0.3640
H 2.731 -1.173 -1.109 0.4186
H 1.320 -1.480 0.360 0.4778
H 2.043 -2.827 0.228 0.3680
H -1.584 -0.507 0.335 0.4611
H -2.635 -1.477 1.049 0.3338
H -0.130 0.640 -2.873 0.3443
H 1.415 -0.064 -2.524 0.4350
H -3.532 1.547 2.438 0.3105
H -3.052 0.610 1.249 0.4289
H -1.044 1.747 1.805 0.4154
H 0.102 2.720 1.321 0.3227
O 0.086 -0.324 0.099 -1.0501
O 2.712 -1.049 -2.119 -0.7730
O 2.265 -1.861 0.419 -0.7434
O -2.560 -0.671 0.474 -0.7454
O 0.746 0.689 -2.268 -0.7917
O -2.835 1.490 1.675 -0.7623
O -0.100 1.841 1.712 -0.7182
```

What should be chosen as the most stable of them? Choose #B.

#A
DFT (ωB97M-V with the def2-TZVPD basis set) results for a 7-piece molecular cluster, H14O7 overall.

E_LUMO in eV: 0.08
Structure (SMILES): O.O.O.O.O.O.O
Orbital gap in eV: 10.886
HOMO in eV: -10.81

Structure (XYZ):
```
21
Properties=species:S:1:pos:R:3:mulliken_charge:R:1
O 2.277 1.091 -0.778 -0.6588
H 2.852 0.333 -0.584 0.3603
H 2.633 1.818 -0.259 0.2953
O 3.117 -1.304 0.584 -0.6326
H 2.784 -1.535 1.457 0.3156
H 4.077 -1.311 0.667 0.3048
O -0.069 3.140 0.401 -0.6034
H 0.366 2.366 0.777 0.3142
H -1.001 2.999 0.583 0.2798
O -1.197 -3.036 -0.430 -0.6216
H -0.681 -2.242 -0.659 0.3731
H -2.062 -2.892 -0.824 0.3000
O -2.136 -1.557 2.451 -0.6523
H -1.666 -1.828 1.650 0.3632
H -2.759 -0.889 2.154 0.2920
O -1.692 1.543 -1.823 -0.6197
H -2.278 1.563 -2.587 0.2862
H -2.203 1.951 -1.118 0.2977
O -0.145 -0.428 -0.390 -0.6856
H -0.877 0.152 -0.645 0.3698
H 0.658 0.066 -0.630 0.3221
```

#B
DFT (ωB97M-V with the def2-TZVPD basis set) results for a 7-piece molecular cluster, H14O7 overall.

E_LUMO in eV: 0.06
Structure (SMILES): O.O.O.O.O.O.O
Orbital gap in eV: 10.749
HOMO in eV: -10.69

Structure (XYZ):
```
21
Properties=species:S:1:pos:R:3:mulliken_charge:R:1
O 0.563 0.266 0.739 -0.5574
H 1.219 0.294 0.048 0.3324
H 0.187 -0.623 0.826 0.2565
O -1.580 0.833 -0.888 -0.6821
H -0.712 0.451 -1.026 0.3054
H -1.593 1.269 -0.036 0.3650
O -1.422 -1.774 0.685 -0.6478
H -1.832 -2.373 1.316 0.3141
H -2.111 -1.088 0.644 0.2808
O 0.164 -3.755 -0.850 -0.6296
H -0.431 -3.268 -0.300 0.3396
H -0.376 -4.088 -1.578 0.3180
O 2.332 3.007 0.674 -0.6185
H 1.788 2.292 0.895 0.3346
H 3.001 2.559 0.127 0.2830
O -1.478 1.592 1.690 -0.7331
H -0.641 1.183 1.468 0.4517
H -2.143 0.908 1.826 0.3126
O 1.423 0.781 -1.829 -0.5776
H 1.448 0.226 -2.575 0.2878
H 2.192 1.308 -1.858 0.2648
```

#C
DFT (ωB97M-V with the def2-TZVPD basis set) results for a 7-piece molecular cluster, H14O7 overall.

E_LUMO in eV: 0.56
Structure (SMILES): O.O.O.O.O.O.O
Orbital gap in eV: 11.673
HOMO in eV: -11.11

Structure (XYZ):
```
21
Properties=species:S:1:pos:R:3:mulliken_charge:R:1
H 0.850 2.187 -0.259 0.4120
H 0.167 3.495 -0.445 0.3288
H 2.649 -0.212 1.862 0.3323
H 2.761 -1.061 0.537 0.3952
H 1.690 0.290 -1.087 0.4000
H 2.781 0.890 -0.240 0.4168
H -1.080 -2.904 0.971 0.3226
H -1.763 -2.043 -0.122 0.4392
H -3.687 -0.831 -0.555 0.3108
H -2.668 0.154 0.105 0.4588
H 0.488 -2.027 -0.413 0.4122
H 1.745 -2.253 -1.280 0.3082
H -1.480 2.038 0.136 0.4211
H -2.803 2.130 0.910 0.3368
O 0.099 2.718 0.118 -0.7386
O 3.222 -0.325 1.068 -0.7442
O 2.118 1.145 -0.910 -0.7889
O -1.048 -2.723 0.003 -0.7569
O -3.008 -0.797 0.127 -0.7749
O 1.398 -1.634 -0.610 -0.7397
O -2.429 1.763 0.086 -0.7515
```

#D
DFT (ωB97M-V with the def2-TZVPD basis set) results for a 7-piece molecular cluster, H14O7 overall.

E_LUMO in eV: 0.43
Structure (SMILES): O.O.O.O.O.O.O
Orbital gap in eV: 11.523
HOMO in eV: -11.09

Structure (XYZ):
```
21
Properties=species:S:1:pos:R:3:mulliken_charge:R:1
H -0.675 -0.848 -2.764 0.3014
H -0.612 0.078 -1.560 0.3925
H 0.787 -1.690 -0.962 0.4253
H 0.866 -1.539 0.505 0.4204
H -2.188 0.500 0.078 0.3905
H -2.227 -0.986 -0.410 0.3939
H -0.620 -1.403 2.650 0.2963
H -1.263 -0.857 1.321 0.4608
H 1.368 1.345 0.646 0.3987
H 0.202 0.852 1.652 0.3646
H 3.520 0.571 0.212 0.3187
H 2.270 -0.285 -0.277 0.4676
H -1.262 2.632 -1.166 0.2865
H -0.468 1.669 -0.169 0.5139
O -0.619 -0.901 -1.775 -0.7130
O 1.465 -1.706 -0.271 -0.8012
O -2.471 -0.419 0.378 -0.7987
O -0.402 -0.876 1.850 -0.7771
O 0.516 1.577 1.059 -0.7666
O 2.738 0.631 -0.347 -0.7782
O -1.190 1.689 -0.863 -0.7962
```

What should be chosen as the most stable of them? Choose #D.